Below is a cluster of 2 separate species, C6H9BrSSi in total in a non-equilibrium geometry, with properties calculated with ωB97M-V/def2-TZVPD.

Positions of all 18 atoms, in Å:
C 2.35190 -1.98432 1.25022
C 1.71960 -1.13520 0.26226
C 1.54369 -2.22208 2.33106
C 0.48477 -0.79085 0.67351
C -2.33357 -0.07610 -1.44553
C -0.80353 2.67656 -0.35480
Si -0.87765 0.93150 -0.76608
S -0.00601 -1.50574 2.19057
Br 0.57215 1.05362 -2.58212
H 3.39710 -2.24150 1.30632
H 2.12797 -0.76217 -0.76381
H 1.92862 -2.86089 3.15084
H -1.88003 -0.99853 -1.57321
H -3.05965 0.09142 -0.67548
H -2.91531 0.34324 -2.34120
H -1.25514 3.06333 0.65765
H 0.32076 2.97496 -0.31924
H -1.31566 3.44275 -1.00097

Calculated values
* molar mass: 221.19 g mol⁻¹
* relative energy (zero: lowest compared OMol25 entry of this formula, charge and spin): 2.4083 eV
* frontier orbital gap: 8.80 eV
* F_max: 4.75 eV/A
* HOMO: -8.67 eV
* lowest unoccupied orbital energy: 0.1326 eV

=====

Below is a cluster of 4 separate species, C4H18NO3 in total in a non-equilibrium geometry, with properties calculated with ωB97M-V/def2-TZVPD.

Positions of all 26 atoms, in Å:
C -2.23729 2.63603 0.51849
C -2.06199 1.09913 0.33130
N -0.75283 0.69482 -0.28640
C 0.20601 1.76573 -0.77797
C 1.31388 1.47788 -1.79873
H -3.18132 3.05091 0.17118
H -1.42287 3.36282 0.40161
H -2.35984 2.57463 1.66251
H -2.11770 0.57014 1.30487
H -2.99492 0.92108 -0.21142
H -0.86184 0.07746 -1.08758
H -0.06565 0.21768 0.44595
H 0.59260 2.33232 0.09872
H -0.44352 2.62135 -1.22733
H 1.31942 2.05603 -2.72750
H 2.28927 1.57806 -1.34719
H 1.29440 0.45183 -2.12113
H 0.72059 -1.59084 1.22563
H 1.43803 -0.55899 2.01210
O 0.63302 -0.64449 1.48536
H 1.47347 -5.56473 1.35504
H 2.59680 -4.54177 1.11280
O 1.62793 -4.62789 1.16682
H 0.56391 -3.69838 -1.05475
H 1.44420 -3.35855 0.04413
O 0.98624 -2.90227 -0.69651

Calculated values
* molar mass: 128.19 g mol⁻¹
* relative energy (zero: lowest compared OMol25 entry of this formula, charge and spin): 1.9898 eV
* frontier orbital gap: 11.80 eV
* F_max: 4.78 eV/A
* net charge: +1
* HOMO: -14.48 eV
* lowest unoccupied orbital energy: -2.6842 eV

=====

Below is a structure of composition C54H43N4O5P2Sr, with properties calculated with ωB97M-V/def2-TZVPD.

Positions of all 109 atoms, in Å:
Sr 0.70094 -1.48637 -2.08282
O -1.53418 -1.91917 -1.30075
C -2.76777 -1.86923 -1.63988
C -3.70262 -2.80123 -1.10571
C -5.03167 -2.79654 -1.45356
C -5.53070 -1.85290 -2.35558
C -4.65518 -0.92466 -2.88181
C -3.29706 -0.89445 -2.54565
C -2.43903 0.13071 -3.14936
N -1.12248 0.14291 -3.26501
C -0.79828 1.28106 -3.96706
C -1.92078 1.98494 -4.26293
N -2.95731 1.24756 -3.73874
H -3.30852 -3.53500 -0.41302
H -5.69794 -3.53695 -1.02404
H -6.57212 -1.85491 -2.64917
H -5.04202 -0.21868 -3.60963
H 0.22450 1.51042 -4.21804
H -2.07868 2.91380 -4.78115
H -3.92620 1.50642 -3.74077
C 3.71524 3.70046 -0.92667
C 3.64976 2.43879 -0.35361
C 3.22890 1.34485 -1.09828
C 2.90384 1.52117 -2.43821
C 2.96869 2.78284 -3.02186
C 3.36843 3.86997 -2.26151
N 2.47280 0.36669 -3.17131
N 2.81506 0.38073 -4.36463
C 2.41631 -0.73685 -5.16632
C 2.93794 -0.65735 -6.46211
C 2.65520 -1.66194 -7.36743
C 1.85168 -2.72007 -6.94955
C 1.34880 -2.75759 -5.65306
C 1.59874 -1.77092 -4.68319
H 4.02016 4.55241 -0.33170
H 3.92212 2.30316 0.68616
H 3.16383 0.35386 -0.66085
H 2.70537 2.89143 -4.06567
H 3.40397 4.85587 -2.70945
H 3.55903 0.18978 -6.73219
H 3.04867 -1.62704 -8.37628
H 1.61611 -3.51903 -7.64652
H 0.72473 -3.61106 -5.39352
C -1.93215 0.62976 0.52706
P -0.09094 0.76598 0.28256
C 0.14351 2.58391 0.32993
C 0.29100 3.37794 1.46524
C 0.38836 4.75691 1.35327
C 0.32325 5.36495 0.10689
C 0.17173 4.58437 -1.02902
C 0.09538 3.20459 -0.91712
C 0.60305 0.08943 1.83133
C 1.70284 0.64370 2.48191
C 2.28707 -0.00104 3.56461
C 1.79846 -1.22363 3.99787
C 0.73550 -1.81002 3.32372
C 0.15161 -1.16375 2.24755
P -2.85962 1.95624 1.41945
C -2.24699 1.83779 3.14887
C -2.02923 0.62409 3.79667
C -1.55103 0.58960 5.09632
C -1.30920 1.77552 5.77897
C -1.55203 2.99157 5.15821
C -2.01355 3.01847 3.84802
C -4.48799 1.13113 1.66509
C -5.01933 0.22143 0.75229
C -6.29591 -0.29854 0.93485
C -7.06133 0.08126 2.02543
C -6.54347 0.99063 2.93904
C -5.27301 1.51055 2.75699
H -2.14876 -0.37077 0.90789
H -2.32440 0.62977 -0.49384
H 0.31784 2.92383 2.44516
H 0.50431 5.35934 2.24672
H 0.39463 6.44253 0.02284
H 0.13097 5.04523 -2.00826
H -0.00238 2.59867 -1.81153
H 2.11954 1.58050 2.13697
H 3.13824 0.44933 4.06102
H 2.26624 -1.73293 4.83128
H 0.37411 -2.78680 3.62104
H -0.64772 -1.65874 1.70469
H -2.22987 -0.30419 3.27726
H -1.35959 -0.36249 5.57499
H -0.93187 1.74901 6.79379
H -1.37111 3.91913 5.68755
H -2.17701 3.96667 3.34776
H -4.44883 -0.10659 -0.10878
H -6.67671 -1.00896 0.21297
H -8.05312 -0.33015 2.16680
H -7.12901 1.29376 3.79866
H -4.87823 2.21325 3.48229
O 2.04383 -3.50641 -1.21335
C 2.58535 -2.82632 -0.31148
O 2.40973 -1.58507 -0.15504
C 3.48790 -3.52179 0.67971
C 3.72612 -4.88367 0.56779
C 4.52928 -5.56285 1.48817
C 5.05915 -4.81332 2.50867
O 5.89808 -5.22036 3.52341
C 5.92853 -4.11826 4.42335
O 5.51403 -2.96271 3.71325
C 4.82458 -3.45503 2.62005
C 4.04917 -2.77298 1.72212
H 3.26220 -5.40748 -0.25675
H 4.72493 -6.62328 1.40761
H 6.94498 -3.97723 4.78687
H 5.23289 -4.30951 5.25126
H 3.84773 -1.71382 1.79350

Calculated values
* molar mass: 977.53 g mol⁻¹
* relative energy (zero: lowest compared OMol25 entry of this formula, charge and spin): 0.0000 eV
* frontier orbital gap: 7.13 eV
* F_max: 0.39 eV/A
* net charge: -1
* HOMO: -4.77 eV
* lowest unoccupied orbital energy: 2.3572 eV

=====

Below is a structure of composition C27H28CoN2Si in a non-equilibrium geometry, with properties calculated with ωB97M-V/def2-TZVPD.

Positions of all 59 atoms, in Å:
C 1.17600 1.81459 0.92646
C 0.04766 2.20010 0.12889
C -1.10407 2.20948 0.99297
H 0.12072 2.66581 -0.85733
C -0.65898 1.96826 2.31888
C 0.75231 1.74459 2.27991
H 1.40275 1.58325 3.14001
H 2.18777 1.70034 0.54193
H -2.12222 2.43136 0.66992
H -1.26955 2.03954 3.21735
Co -0.21387 0.44177 1.17896
C -1.44400 -1.75323 -1.09062
H -2.38197 -1.45298 -0.60526
H -0.76660 -2.31825 -0.44192
H -1.73387 -2.41331 -1.91241
Si -0.39663 0.49337 -1.54057
C 1.35868 0.27258 -2.10437
C 2.18415 1.34588 -2.47317
H 1.83027 2.37838 -2.38095
C 3.46740 1.08826 -2.96767
H 4.10025 1.92744 -3.25900
C 3.94021 -0.22479 -3.08044
H 4.93955 -0.41844 -3.46963
C 3.13362 -1.29408 -2.67058
H 3.49414 -2.32182 -2.73147
C 1.85485 -1.04400 -2.16555
H 1.22640 -1.87127 -1.82688
C -1.63828 1.50100 -2.46119
C -1.30789 1.98617 -3.73786
H -0.28587 1.86654 -4.11625
C -2.29824 2.60802 -4.50803
H -2.04274 2.99063 -5.49862
C -3.60427 2.73633 -4.00652
H -4.37379 3.21367 -4.61515
C -3.92598 2.25989 -2.72484
H -4.93790 2.36604 -2.32599
C -2.94151 1.64504 -1.94138
H -3.19150 1.26405 -0.94324
H -1.04695 0.14593 -0.08327
H -0.79717 -0.78454 -2.12357
N -1.69861 -0.57038 2.07715
C -1.05441 -1.50309 2.98717
C -1.63826 -1.96287 4.15066
C -0.85821 -2.74619 5.02378
C 0.47003 -3.04847 4.73462
C 1.09939 -2.56959 3.54447
C 2.47330 -2.72276 3.23176
C 2.97526 -2.07080 2.11550
C 2.16770 -1.23512 1.33545
N 0.84151 -1.07380 1.61338
C 0.28788 -1.79046 2.67234
H -2.17522 -1.06302 1.31350
H -2.40370 0.01170 2.52232
H -2.68034 -1.71683 4.36035
H -1.31742 -3.10938 5.94153
H 1.05841 -3.64742 5.42820
H 3.11230 -3.32598 3.88177
H 4.02732 -2.16299 1.84202
H 2.58021 -0.68413 0.49248

Calculated values
* molar mass: 467.55 g mol⁻¹
* relative energy (zero: lowest compared OMol25 entry of this formula, charge and spin): 0.4465 eV
* frontier orbital gap (spin up / spin down): 4.96 / 6.59 eV
* F_max: 3.29 eV/A
* HOMO (spin up / spin down): -5.29 / -6.89 eV
* lowest unoccupied orbital energy (spin up / spin down): -0.3273 / -0.2935 eV
* 2S+1: 4

=====

Below is a structure of composition C5H8O2 in a non-equilibrium geometry, with properties calculated with ωB97M-V/def2-TZVPD.

Positions of all 15 atoms, in Å:
O 2.04314 -1.11348 0.32496
C 0.90557 -0.30075 0.38834
C 0.82031 1.07102 -0.26897
C -0.90069 0.93195 -0.41084
C -1.42536 -0.15673 0.62106
C -0.42607 -0.92119 -0.21986
O -0.84170 -0.13321 -1.36682
H 2.20270 -1.37924 -0.58573
H 0.76894 -0.12107 1.45753
H 1.20652 1.93569 0.27739
H 1.45214 1.01482 -1.19397
H -1.63573 1.72806 -0.64758
H -1.27127 -0.11183 1.70228
H -2.45568 -0.46480 0.40013
H -0.44283 -1.97922 -0.47790

Calculated values
* molar mass: 100.12 g mol⁻¹
* relative energy (zero: lowest compared OMol25 entry of this formula, charge and spin): 3.1340 eV
* frontier orbital gap: 10.28 eV
* F_max: 1.53 eV/A
* HOMO: -9.31 eV
* lowest unoccupied orbital energy: 0.9764 eV